C17H25F3N4O3 | ωB97M-V/def2-TZVPD

Last column: Löwdin charge in e.
Element x y z (Å)
C: 3.299 1.812 2.123  -0.0787
C: 5.011 1.550 -2.263  -0.0264
C: 0.262 0.960 -0.908  -0.4365
F: 3.974 0.974 4.830  0.1409
H: 3.919 -1.592 -2.124  0.0763
C: 1.874 0.024 3.036  -0.1138
H: -3.639 2.455 0.195  0.1042
N: 0.275 -3.381 -0.957  -0.0151
C: -2.155 1.359 -0.886  -0.1842
H: 0.326 0.517 1.643  0.1138
H: -0.798 2.367 1.346  0.0416
H: 2.747 -0.629 3.109  0.1329
H: -1.104 -0.486 -0.569  0.0964
O: 3.907 1.242 -1.401  -0.0616
H: -1.485 3.718 0.462  0.0796
H: -0.491 -4.028 -0.948  0.1505
C: 2.247 -2.439 -1.087  -0.2089
H: -1.860 2.174 -1.548  0.1188
F: 1.993 1.446 5.559  0.1329
H: 3.616 2.850 2.185  0.1309
H: -2.969 1.101 1.087  0.1044
H: 1.422 2.124 3.154  0.1645
O: 4.810 2.623 0.086  0.1199
H: 1.953 -4.645 -1.282  0.1229
N: -0.989 0.511 -0.688  0.0833
H: 4.193 1.199 2.258  0.1404
C: 1.589 -3.641 -1.136  -0.0453
H: 4.087 -1.615 -0.374  0.0766
N: 0.032 -2.077 -0.796  0.0720
H: -2.916 0.765 -1.394  0.1172
C: -2.707 1.928 0.420  -0.2373
C: 2.883 1.725 4.586  -0.5999
H: 1.154 -0.278 3.798  0.1266
F: 3.247 3.010 4.748  0.1410
N: 2.149 0.235 0.570  -0.0168
C: 1.235 -0.104 1.669  -0.1572
O: 0.514 2.127 -1.185  0.0502
H: 5.028 2.614 -2.487  0.0986
C: 2.738 1.576 0.713  -0.1712
C: 1.218 -1.488 -0.874  -0.2097
C: 3.711 -2.179 -1.228  -0.0338
H: 4.848 0.969 -3.165  0.0921
C: 3.922 1.870 -0.221  -0.4292
C: 1.444 -0.007 -0.722  -0.1442
H: 0.914 -1.134 1.514  0.1231
H: 4.266 -3.113 -1.302  0.0772
C: 2.301 1.472 3.217  -0.2139
H: 2.133 0.276 -1.509  0.1352
C: -1.733 2.877 1.110  -0.1023
H: -2.149 3.266 2.040  0.0707
H: 5.950 1.270 -1.788  0.0977
H: 2.005 2.365 0.490  0.1538

Its total energy is -1407.1924 a.u. The SMILES is CCCNC(=O)[C@H](c1n[nH]cc1C)N1CC[C@@H](C(F)(F)F)C[C@H]1C(=O)OC. As for the total charge: 0. Its spin multiplicity is 1. As for the LUMO energy: 0.61 eV. The calculation puts the orbital gap at 0.3441 Eh. The relative energy (zero: lowest compared OMol25 entry of this formula, charge and spin) is 7.0 kcal/mol.